{"formula": "C5H13NO2", "method": "ωB97M-V/def2-TZVPD", "orbital_gap_ha": 0.254, "relative_energy_kcal_mol": 104.1, "max_force_ev_per_a": 0.285, "total_energy_ev": -10977.36402, "e_lumo_ev": 0.56, "symbols": ["C", "C", "C", "C", "C", "N", "O", "O", "H", "H", "H", "H", "H", "H", "H", "H", "H", "H", "H", "H", "H"], "xyz": [[0.302, 0.312, -0.578], [-0.105, -1.122, -0.804], [0.860, 0.829, 1.899], [-1.456, 1.147, 1.110], [0.616, -1.809, -1.938], [-0.177, 0.431, 0.934], [1.680, 0.510, -0.675], [-1.545, -1.004, -1.143], [1.853, 1.430, -0.897], [-1.957, -1.801, -0.804], [-0.259, 1.077, -1.135], [-0.252, -0.721, 0.834], [-2.149, 0.789, 0.353], [1.724, 0.180, 1.778], [0.459, 0.726, 2.907], [1.163, 1.865, 1.738], [-1.311, 2.225, 1.009], [-1.852, 0.934, 2.104], [1.694, -1.814, -1.764], [0.289, -2.849, -2.012], [0.423, -1.336, -2.916]]}



{"formula": "C5H13NO2", "method": "ωB97M-V/def2-TZVPD", "orbital_gap_ha": 0.378, "relative_energy_kcal_mol": 28.5, "max_force_ev_per_a": 2.653, "total_energy_ev": -10980.64393, "e_lumo_ev": 0.90, "symbols": ["C", "C", "N", "C", "O", "C", "C", "H", "H", "H", "H", "H", "H", "H", "H", "H", "H", "H", "O", "H", "H"], "xyz": [[0.203, -3.119, 2.021], [0.658, -1.917, 1.146], [-0.506, -1.246, 0.610], [-0.683, 0.057, 0.269], [-1.743, 0.406, -0.211], [0.450, 1.004, 0.528], [0.084, 2.437, 0.262], [-0.876, -3.032, 2.211], [0.501, -2.919, 3.058], [0.354, -4.163, 1.772], [1.350, -2.321, 0.402], [1.181, -1.236, 1.814], [-1.296, -1.857, 0.476], [1.224, 0.629, -0.161], [0.903, 0.836, 1.509], [-0.748, 2.713, 0.933], [0.762, 3.256, 0.477], [-0.533, 2.490, -0.639], [0.939, 1.913, -3.863], [0.072, 2.007, -4.225], [1.249, 2.824, -4.018]]}



{"formula": "C5H13NO2", "method": "ωB97M-V/def2-TZVPD", "orbital_gap_ha": 0.340, "relative_energy_kcal_mol": 83.8, "max_force_ev_per_a": 4.157, "total_energy_ev": -10978.24343, "e_lumo_ev": 0.82, "symbols": ["C", "C", "C", "N", "C", "C", "H", "H", "H", "H", "H", "H", "H", "H", "H", "O", "H", "H", "O", "H", "H"], "xyz": [[-2.426, -0.230, 0.417], [-1.765, 0.318, -0.654], [-1.145, 1.672, -0.532], [0.283, 1.685, -1.076], [1.234, 1.028, -0.287], [2.276, 0.334, -0.884], [-2.852, -1.246, 0.407], [-2.677, 0.379, 1.224], [-1.291, -0.167, -1.482], [-1.828, 2.370, -1.168], [-1.065, 2.312, 0.462], [0.292, 1.531, -2.061], [0.956, 1.035, 0.876], [2.386, 0.295, -1.983], [3.103, 0.088, -0.253], [0.760, -2.312, 0.131], [1.659, -2.000, 0.138], [0.367, -1.752, -0.517], [0.475, -1.587, 2.707], [-0.111, -1.941, 2.036], [1.371, -1.810, 2.499]]}



{"formula": "C5H13NO2", "method": "ωB97M-V/def2-TZVPD", "orbital_gap_ha": 0.331, "relative_energy_kcal_mol": 100.3, "max_force_ev_per_a": 2.502, "total_energy_ev": -10977.53011, "e_lumo_ev": 0.86, "symbols": ["C", "O", "C", "C", "C", "N", "C", "O", "H", "H", "H", "H", "H", "H", "H", "H", "H", "H", "H", "H", "H"], "xyz": [[0.912, -2.056, 0.577], [0.375, -1.666, -0.690], [-0.193, -0.398, -0.546], [0.125, 0.286, -1.869], [-1.683, -0.502, -0.280], [0.478, 0.606, 0.692], [0.569, 2.042, 0.529], [-0.150, 0.318, 1.957], [1.616, -2.858, 0.354], [0.117, -2.369, 1.256], [1.450, -1.158, 1.061], [-0.409, 1.224, -1.974], [-0.198, -0.369, -2.679], [1.201, 0.407, -1.969], [-2.121, 0.395, 0.153], [-1.958, -1.266, 0.446], [-2.254, -0.689, -1.186], [-0.416, 2.516, 0.410], [1.052, 2.471, 1.411], [1.200, 2.269, -0.329], [0.289, 0.796, 2.676]]}